Record 1
15
Properties=species:S:1:pos:R:3:mulliken_charge:R:1 method="wB97M-V/def2-TZVPD" lumo_ha=0.0383 total_charge=0 largest_force_ev_per_a=1.906 relative_energy_kj_mol=179.4 multiplicity=1 smiles="C=N.CNC"
C -2.63067 -0.31882 -0.61597 -0.328
N -2.49459 0.31448 0.47921 -0.434
H -2.24800 -1.33826 -0.62630 0.278
H -3.39404 -0.04270 -1.35117 0.268
H -3.07578 1.15648 0.44331 0.224
C 1.57725 -0.62675 1.23062 -0.695
N 1.37180 0.61984 0.52049 -0.392
C 1.37452 0.52339 -0.93144 -0.795
H 2.12706 -1.35208 0.63057 0.277
H 0.65164 -1.01255 1.67716 0.247
H 2.23212 -0.42459 2.09227 0.240
H 0.45052 0.98830 0.68043 0.295
H 0.40609 0.21400 -1.35424 0.178
H 1.56031 1.45799 -1.47061 0.318
H 2.09176 -0.15873 -1.40433 0.318

=====

Record 2
15
Properties=species:S:1:pos:R:3:mulliken_charge:R:1 method="wB97M-V/def2-TZVPD" lumo_ha=0.0418 total_charge=0 largest_force_ev_per_a=4.580 relative_energy_kj_mol=199.8 multiplicity=1 smiles="C=N.CCN"
C -3.28517 -5.13735 -0.19566 -0.243
N -2.44887 -4.12579 0.03234 -0.465
H -2.99149 -6.02518 0.36960 0.249
H -4.27313 -5.13390 -0.71057 0.219
H -2.89294 -3.40408 -0.51658 0.240
C 0.73390 1.68725 -0.20367 -0.975
C 1.49107 2.98749 0.24608 -0.428
N 3.02091 2.89250 0.52772 -0.583
H 1.26449 1.10307 -0.95584 0.312
H -0.15773 2.15352 -0.49864 0.313
H 0.62921 1.12255 0.68998 0.291
H 1.02966 3.27132 1.22305 0.262
H 1.25852 3.64311 -0.55229 0.336
H 3.16596 1.94187 0.93493 0.235
H 3.45560 3.02361 -0.39046 0.236

=====

Record 3
15
Properties=species:S:1:pos:R:3:mulliken_charge:R:1 method="wB97M-V/def2-TZVPD" lumo_ha=0.0366 total_charge=0 largest_force_ev_per_a=1.511 relative_energy_kj_mol=155.8 multiplicity=1 smiles="C=NC.CN"
C -1.32185 2.81130 -0.69146 -0.670
N -1.42412 1.84399 0.41968 -0.584
H -0.55009 3.55332 -0.45400 0.260
H -2.21010 3.43007 -0.74643 0.312
H -1.02882 2.35271 -1.63560 0.227
H -2.30761 1.35348 0.29837 0.242
H -0.77112 1.09223 0.20914 0.218
C 1.26057 -1.52971 -0.55466 -0.844
C 1.05280 -2.64041 1.44779 -0.235
N 0.46858 -1.84569 0.65642 -0.357
H 2.09144 -0.89032 -0.26015 0.294
H 0.65822 -1.02258 -1.29936 0.233
H 1.63967 -2.48039 -0.94648 0.410
H 0.57945 -2.72440 2.42209 0.262
H 1.86298 -3.30359 1.13465 0.231

=====

Record 4
15
Properties=species:S:1:pos:R:3:mulliken_charge:R:1 method="wB97M-V/def2-TZVPD" lumo_ha=0.0349 total_charge=0 largest_force_ev_per_a=4.422 relative_energy_kj_mol=258.4 multiplicity=1 smiles="C=N.CCN"
C 3.95184 -3.87871 0.62062 -0.196
N 4.47229 -2.67715 0.69173 -0.463
H 4.58000 -4.60512 -0.03886 0.205
H 3.11174 -4.41961 1.16821 0.224
H 3.83518 -1.88843 1.22909 0.230
C -2.94093 1.39255 -0.85723 -0.830
C -1.90309 1.74676 0.18590 -0.327
N -0.73537 2.49973 -0.12253 -0.589
H -3.80307 1.02614 -0.18914 0.252
H -3.38062 2.14097 -1.71635 0.263
H -2.55231 0.43451 -1.30439 0.242
H -2.45382 2.42199 0.85546 0.206
H -1.56318 0.86530 0.73453 0.312
H 0.13359 1.87195 -0.26155 0.248
H -0.75226 3.06911 -0.99549 0.222

=====

Record 5
15
Properties=species:S:1:pos:R:3:lowdin_spin:R:1 method="wB97M-V/def2-TZVPD" lumo_ha="-0.1253 / -0.3351" total_charge=+1 largest_force_ev_per_a=3.837 relative_energy_kj_mol=181.1 multiplicity=2
N 0.66799 1.11812 1.45741 0.664
C -0.42584 1.10540 0.51222 0.116
C -0.93664 -0.30173 0.18539 0.009
N 0.09052 -1.27797 -0.31769 0.064
C 0.51861 -0.70474 -1.57230 0.006
H 1.35283 0.32481 1.30117 0.014
H 1.18706 1.95442 1.45466 0.021
H -1.27102 1.62552 0.93656 0.024
H -0.05644 1.58635 -0.49299 0.071
H -1.45930 -0.70900 1.17019 0.003
H -1.75361 -0.24677 -0.67656 0.000
H -0.37905 -2.14160 -0.57300 0.003
H 1.17718 0.18665 -1.38487 0.004
H 1.08890 -1.47023 -2.04056 0.000
H -0.13298 -0.58486 -2.42455 0.001

=====

Record 6
16
Properties=species:S:1:pos:R:3:mulliken_charge:R:1 method="wB97M-V/def2-TZVPD" lumo_ha=0.0393 total_charge=0 largest_force_ev_per_a=2.748 relative_energy_kj_mol=175.2 multiplicity=1 smiles=NCNCCO
C -0.84558 0.60939 -0.43476 -0.655
C -1.84575 -0.33719 0.31615 -0.275
O -2.88149 -0.56800 -0.67671 -0.502
N 0.47109 0.65330 0.23640 -0.433
C 1.55460 -0.30727 -0.16200 -0.241
N 2.70989 -0.18241 0.61666 -0.488
H -0.79358 0.49883 -1.52046 0.352
H -1.25223 1.60904 -0.29326 0.308
H -2.31470 0.25101 1.11871 0.227
H -1.33529 -1.22989 0.66489 0.319
H -3.39800 -1.30002 -0.33723 0.287
H 0.85655 1.54940 -0.06403 0.212
H 1.07755 -1.28565 0.00023 0.204
H 1.72800 -0.10797 -1.23050 0.310
H 3.59736 0.01726 0.19530 0.191
H 2.67158 0.13018 1.57062 0.184

=====

Record 7
16
Properties=species:S:1:pos:R:3:mulliken_charge:R:1 method="wB97M-V/def2-TZVPD" lumo_ha=0.0378 total_charge=0 largest_force_ev_per_a=4.066 relative_energy_kj_mol=213.2 multiplicity=1 smiles=NC[C@@H](N)CO
N 1.53912 0.65489 0.88958 -0.644
C 0.31559 0.06481 0.27915 0.398
C -0.93210 1.00542 0.36841 -0.596
O -1.15719 1.49853 1.79146 -0.534
C 0.60794 -0.78465 -0.97607 -0.639
N -0.26232 -1.97327 -1.37535 -0.436
H 2.01202 1.37300 0.32564 0.224
H 1.19651 1.07889 1.72650 0.292
H -0.00205 -0.77810 1.03724 0.082
H -0.76110 2.00619 -0.11124 0.231
H -1.82871 0.48979 -0.02126 0.411
H -2.07476 1.34286 2.04136 0.292
H 0.45530 -0.02529 -1.83749 0.242
H 1.70715 -1.15284 -0.90206 0.308
H -0.93352 -1.87742 -2.10397 0.178
H 0.11811 -2.92279 -1.13189 0.191

=====

Record 8
16
Properties=species:S:1:pos:R:3:mulliken_charge:R:1 method="wB97M-V/def2-TZVPD" lumo_ha=0.0325 total_charge=0 largest_force_ev_per_a=1.876 relative_energy_kj_mol=324.4 multiplicity=1
C -0.23740 1.58716 -0.28325 -0.356
C 0.26507 -0.90363 -0.65813 -0.403
C 1.46550 -1.11374 0.25875 -1.084
N -0.69516 0.10767 -0.18306 0.239
N -1.31974 -0.30971 1.03650 -0.768
O -1.23942 1.98790 -1.11654 -0.691
H -1.50451 0.74700 -1.05682 0.429
H -2.16188 0.24929 1.13754 0.266
H -0.71363 -0.08524 1.82323 0.247
H -0.25886 2.03318 0.72677 0.271
H 0.77568 1.62348 -0.71983 0.229
H -0.29067 -1.83456 -0.77486 0.279
H 0.58851 -0.56728 -1.64491 0.363
H 2.02599 -0.18800 0.39656 0.292
H 1.15929 -1.48499 1.23692 0.328
H 2.14122 -1.84854 -0.17889 0.360

=====

Record 9
16
Properties=species:S:1:pos:R:3:mulliken_charge:R:1 method="wB97M-V/def2-TZVPD" lumo_ha=0.0337 total_charge=0 largest_force_ev_per_a=1.977 relative_energy_kj_mol=139.1 multiplicity=1 smiles="CC/N=C/N.O"
C 1.44223 1.84844 1.54910 -1.184
C 0.39219 1.39597 0.54449 -0.240
N 0.89676 -2.01794 -0.60750 -0.411
C 0.33241 -0.74498 -0.50428 0.015
N 0.35208 -0.05355 0.53584 -0.508
H 1.34635 1.35048 2.50897 0.318
H 1.23156 2.90958 1.69990 0.343
H 2.45476 1.75102 1.17664 0.303
H 0.59070 1.70726 -0.48470 0.347
H -0.53710 1.81825 0.93540 0.277
H 0.57149 -2.67846 0.08006 0.243
H 1.06270 -2.30476 -1.55478 0.236
H 0.07928 -0.31081 -1.48592 0.268
H -3.36222 -1.08127 -1.02411 0.314
H -2.44918 -0.18083 -0.25734 0.313
O -2.71553 -0.38000 -1.16424 -0.634

=====

Record 10
16
Properties=species:S:1:pos:R:3:mulliken_charge:R:1 method="wB97M-V/def2-TZVPD" lumo_ha=0.0343 total_charge=0 largest_force_ev_per_a=2.987 relative_energy_kj_mol=215.6 multiplicity=1 smiles="C/C(N)=C/N.O"
C -1.26382 -0.66324 1.67820 -1.228
C -0.26408 0.18327 0.96630 0.371
C 0.91115 -0.32608 0.51839 -0.283
N 1.83799 0.41706 -0.23982 -0.436
N -0.05700 1.62137 1.41193 -0.655
H -1.01161 -1.69585 1.48878 0.352
H -1.25493 -0.52893 2.75856 0.293
H -2.32250 -0.57198 1.37318 0.297
H 1.31147 -1.28666 0.78212 0.358
H 1.46741 1.23444 -0.69216 0.239
H 2.72865 0.51879 0.22363 0.212
H -0.55395 2.20615 0.72102 0.238
H -0.64650 1.79118 2.22825 0.245
H 0.46106 -0.96372 -4.27243 0.318
H -0.86810 -0.86984 -4.90538 0.315
O -0.47523 -1.06596 -4.04057 -0.635

=====

Record 11
16
Properties=species:S:1:pos:R:3:mulliken_charge:R:1 method="wB97M-V/def2-TZVPD" lumo_ha="0.0283 / 0.0254" total_charge=0 largest_force_ev_per_a=2.164 relative_energy_kj_mol=527.3 multiplicity=1
C 0.66701 0.07225 -0.44205 0.142
C -1.27754 -0.99937 -0.19454 -0.739
C -2.34356 -0.00560 -0.48352 -0.769
N 2.14080 0.97198 1.59513 -0.620
N 1.86003 -0.49392 -0.70112 -0.408
O 0.33111 0.32175 0.76908 -0.511
H 0.20768 0.60157 -1.28748 0.367
H 1.81517 0.68070 2.51634 0.226
H 1.95879 1.97678 1.56317 0.222
H 2.33084 -0.25292 -1.56005 0.233
H 2.44208 -0.51459 0.14576 0.343
H -0.97594 -1.66756 -0.99634 0.364
H -1.25441 -1.45644 0.78429 0.321
H -3.28335 -0.50176 -0.76339 0.303
H -2.07890 0.64146 -1.32737 0.272
H -2.53983 0.62567 0.38207 0.254

=====

Record 12
16
Properties=species:S:1:pos:R:3:mulliken_charge:R:1 method="wB97M-V/def2-TZVPD" lumo_ha=0.0334 total_charge=0 largest_force_ev_per_a=5.780 relative_energy_kj_mol=270.9 multiplicity=1 smiles=CC[C@@H](O)NN
C 0.02836 -0.63593 0.33777 0.145
C -0.44020 0.73637 0.04778 -0.536
C -2.12013 0.50158 0.03458 -1.201
N 1.59230 -0.28609 0.61770 -0.340
N 2.46524 0.07818 -0.43879 -0.583
O -0.04771 -1.47134 -0.75768 -0.563
H 0.32927 -2.32519 -0.51723 0.342
H 1.83136 0.21993 1.46494 0.255
H -0.35264 -1.06080 1.27256 0.352
H 2.15954 0.94244 -0.88912 0.225
H 2.42049 -0.65395 -1.14360 0.259
H -0.25311 1.44193 0.85332 0.302
H -0.17499 1.07329 -0.95097 0.310
H -2.48778 0.19780 1.01267 0.338
H -2.55057 1.46720 -0.22086 0.359
H -2.39944 -0.22540 -0.72308 0.336